# 1
Entry from the OMol25 dataset: a gas-phase ion, C11H18NO2Si (charge +1) in a non-equilibrium geometry (ωB97M-V/def2-TZVPD).

Geometry as ORCA input:
```
! RIJCOSX wB97M-V def2-TZVPD def2/J DEFGRID3
* xyz 1 1
C -4.03364 -0.48502 -1.71676
O -2.70265 -0.22374 -1.74755
Si -1.15588 -0.67352 -1.26230
O -0.22549 0.43732 -1.96285
C 0.31063 0.53817 -3.23308
C -0.74585 -0.12036 0.59448
N -0.77426 1.36671 0.53668
C 0.07404 2.19368 1.45837
C 1.53053 1.78295 1.12052
C 1.69666 0.24645 1.21707
C 2.82190 -0.26710 1.82028
C 3.02359 -1.64918 1.89850
C 1.94958 -2.46724 1.69484
C 0.77656 -1.96686 1.20688
C 0.61339 -0.60760 1.05676
H -4.57715 0.37873 -1.28140
H -4.20346 -1.40062 -1.06441
H -4.47892 -0.69295 -2.67572
H -0.52877 -1.99757 -1.46134
H 0.32764 1.59906 -3.48983
H -0.29211 -0.01100 -3.93106
H 1.26723 0.09282 -3.15963
H -1.56251 -0.58669 1.14700
H -1.74356 1.51465 0.56446
H -0.56706 1.59224 -0.47656
H -0.19865 1.73374 2.34022
H 0.04057 3.28339 1.51674
H 2.17752 2.26036 1.86539
H 1.64175 2.21032 0.14305
H 3.61786 0.35991 1.81948
H 3.87815 -2.08622 2.40428
H 1.99512 -3.58420 1.95338
H 0.04727 -2.77063 1.10411
*
```

The value obtained for the total energy is -25155.716 eV. The SMILES is CO[SiH](OC)[C@@H]1[NH2+]CCc2ccccc21. The value obtained for the maximum force is 4.149 eV/A.

=====

# 2
Entry from the OMol25 dataset: 3 unconnected molecules or ions with the total composition C15H30NO10PS in a non-equilibrium geometry (ωB97M-V/def2-TZVPD).

Geometry as ORCA input:
```
! RIJCOSX wB97M-V def2-TZVPD def2/J DEFGRID3
* xyz 0 1
H 1.25467 2.70063 -0.47022
N 1.38574 1.70932 -0.10449
C 0.22761 1.03097 -0.39412
C -0.96534 1.87516 -1.18285
C -1.87755 0.82520 -2.04900
O -1.43372 -0.60760 -2.09294
S -2.85567 -1.54212 -2.24213
O -2.78439 -2.67626 -3.29809
O -3.00114 -2.13780 -0.81627
O -3.91373 -0.30802 -2.76473
C -3.51231 0.95187 -2.05830
P -4.50477 0.79765 -0.43288
C -3.54584 1.43394 1.09067
C -5.99287 2.02046 -0.64647
C -7.30019 1.11950 -1.14294
H 0.16648 -0.09733 -0.09025
H -1.56323 2.60246 -0.48894
H -0.38081 2.57103 -1.95511
H -1.61148 1.14906 -3.16722
H -3.91152 1.85149 -2.73478
H -3.25468 2.56517 0.88693
H -2.64605 0.76737 1.43102
H -4.29806 1.47103 2.01482
H -6.21042 2.63568 0.33585
H -5.73816 2.74584 -1.55878
H -8.20865 1.34460 -0.40547
H -7.05546 -0.03997 -1.07009
H -7.55804 1.40951 -2.26956
C 4.34509 0.62292 -1.62174
C 5.22357 1.36513 -2.61358
O 5.91297 2.44610 -1.97407
C 6.99759 2.09706 -1.23888
O 7.42952 0.96293 -1.08836
O 7.50509 3.22043 -0.67512
C 8.60056 2.98111 0.20570
H 3.67311 1.31723 -1.10708
H 3.74792 -0.14040 -2.12877
H 4.94568 0.13195 -0.85007
H 4.59536 1.80727 -3.39432
H 5.93070 0.69189 -3.11185
H 9.38404 2.39304 -0.28288
H 8.24656 2.47767 1.11055
H 9.02476 3.94802 0.49075
C -0.89671 -3.15501 0.83643
C 0.00388 -4.26317 1.35342
O 0.67469 -3.85679 2.55241
C -0.06961 -3.90132 3.68500
O -1.23600 -4.25988 3.76525
O 0.69446 -3.45207 4.71054
C -0.00109 -3.35806 5.95173
H -0.33356 -2.22349 0.71973
H -1.33427 -3.42955 -0.12768
H -1.71174 -2.94746 1.53635
H 0.78113 -4.47467 0.61123
H -0.55085 -5.19496 1.51344
H -0.49203 -4.30280 6.20633
H -0.72985 -2.54288 5.90836
H 0.72861 -3.12908 6.73354
*
```

The value obtained for the total energy is -58123.542 eV. The SMILES is [H]/N=C\C[C@H]1OS(=O)(=O)O[C@H]1P(C)CC.CCOC(=O)OC.CCOC(=O)OC. The value obtained for the maximum force is 6.352 eV/A.

=====

# 3
Entry from the OMol25 dataset: a molecular structure, C4H5Br2N in a non-equilibrium geometry (ωB97M-V/def2-TZVPD).

Geometry as ORCA input:
```
! RIJCOSX wB97M-V def2-TZVPD def2/J DEFGRID3
* xyz 0 1
C 0.18270 0.52206 -0.06877
C -0.32705 0.26852 -1.42495
C 0.15127 1.66295 -1.75445
C 0.25588 -0.46114 0.98739
N 0.90688 1.56001 -0.15018
Br -2.39745 0.02740 -1.34244
Br 1.20284 1.85303 -3.30465
H 0.19632 -0.44647 -2.02333
H -0.62880 2.41831 -1.63978
H 0.61775 -0.20604 1.98843
H 0.98988 -1.16914 0.74562
H -0.82559 -0.75929 1.14047
*
```

The value obtained for the total energy is -145801.673 eV. The value obtained for the maximum force is 4.174 eV/A.

=====

# 4
Entry from the OMol25 dataset: C3H7NO in the gas phase in a non-equilibrium geometry (ωB97M-V/def2-TZVPD).

Geometry as ORCA input:
```
! RIJCOSX wB97M-V def2-TZVPD def2/J DEFGRID3
* xyz 0 1
C 1.50253 0.49204 -1.15791
C 0.12982 0.41116 -0.56293
O -0.18915 1.18445 0.57305
N 0.02331 -0.26475 0.89714
C -1.24446 -0.83453 1.21620
H 1.86607 -0.49113 -1.67420
H 2.12603 0.69263 -0.25209
H 1.36444 1.31889 -1.94523
H -0.68510 0.45877 -1.22324
H -1.27512 -1.08025 2.31143
H -2.09840 -0.15190 1.03410
H -1.51999 -1.73537 0.78369
*
```

The value obtained for the total energy is -6758.500 eV. The SMILES is C[C@@H]1ON1C. The value obtained for the maximum force is 4.238 eV/A.

=====

# 5
Entry from the OMol25 dataset: a molecular structure, C64H70BiN6O6P2S4Si in a non-equilibrium geometry (ωB97M-V/def2-TZVPD).

Geometry as ORCA input:
```
! RIJCOSX wB97M-V def2-TZVPD def2/J DEFGRID3
* xyz -1 1
Bi -0.20790 -0.32020 0.92110
O -4.23840 -1.78330 -0.37990
C -3.28160 -1.14990 0.08620
N -2.08640 -1.00030 -0.44580
C -1.88090 -1.65730 -1.70640
C -1.85950 -0.75830 -2.91420
C -2.24860 -1.27910 -4.15260
C -2.20640 -0.46920 -5.27100
C -1.77200 0.84120 -5.13250
C -1.39810 1.26340 -3.86850
N -1.43850 0.49290 -2.79540
C -3.48110 -0.39770 1.37050
C -4.73850 -0.46420 1.96680
C -4.98100 0.23600 3.12890
C -3.96790 1.03500 3.63530
C -2.75720 1.06400 2.96600
N -2.50890 0.34670 1.88040
H -0.91010 -2.15440 -1.66410
H -2.65780 -2.42140 -1.85910
H -2.59820 -2.29920 -4.22430
H -2.51120 -0.84750 -6.23750
H -1.72440 1.50990 -5.97980
H -1.04390 2.27190 -3.69380
H -5.49080 -1.07080 1.48870
H -5.94070 0.16780 3.62180
H -4.11010 1.62190 4.52880
H -1.94850 1.67800 3.33310
C 1.46180 2.92790 0.78030
C 2.38080 3.35650 -0.34960
P 1.71400 2.96690 -2.03950
C 2.41280 1.35200 -2.56060
C 3.34020 0.57650 -1.88360
C 3.86610 -0.55060 -2.49410
C 3.47180 -0.91280 -3.77130
C 2.53390 -0.14650 -4.44850
C 2.01850 0.98360 -3.84590
C 3.04760 3.89210 -2.93660
C 2.68090 4.70870 -3.99710
C 3.64250 5.36840 -4.74360
C 4.98170 5.21070 -4.43310
C 5.35740 4.40510 -3.36950
C 4.39720 3.74360 -2.62940
C 0.01870 3.40300 0.66670
P -0.87810 2.69690 -0.81890
C -1.23760 4.24030 -1.76830
C -0.26560 5.22340 -1.93180
C -0.49780 6.33100 -2.72650
C -1.72060 6.49870 -3.34920
C -2.70070 5.53460 -3.18510
C -2.45830 4.41050 -2.41890
C -2.59930 2.62140 -0.13410
C -3.51830 1.83190 -0.81970
C -4.85700 1.83260 -0.47570
C -5.29640 2.61130 0.58140
C -4.39100 3.39400 1.27640
C -3.05810 3.41550 0.90870
H 1.86870 3.29290 1.73000
H 1.46920 1.84120 0.81950
H 2.52670 4.44580 -0.33610
H 3.35420 2.88180 -0.21120
H 3.64650 0.82480 -0.87940
H 4.59080 -1.14740 -1.95740
H 3.89220 -1.79480 -4.23990
H 2.21140 -0.42870 -5.44400
H 1.31050 1.61200 -4.37200
H 1.63010 4.82280 -4.22930
H 3.34910 5.99790 -5.57360
H 5.73750 5.70640 -5.02450
H 6.40390 4.28100 -3.12510
H 4.70940 3.10410 -1.81740
H -0.01810 4.49560 0.67120
H -0.50820 3.02590 1.54820
H 0.68530 5.13960 -1.42540
H 0.28590 7.06340 -2.85430
H -1.91080 7.37560 -3.95020
H -3.66120 5.65340 -3.66360
H -3.23500 3.66600 -2.31500
H -3.16740 1.21430 -1.62970
H -5.55290 1.21420 -1.02490
H -6.34070 2.61570 0.85820
H -4.72410 3.99610 2.11080
H -2.38510 4.07060 1.43960
O 4.94210 2.12580 5.23870
C 4.09830 1.65170 4.52840
S 2.38120 1.56590 4.94850
C 1.83070 0.73070 3.49890
C 2.76580 0.42490 2.57930
S 2.50830 -0.42540 1.09480
S 4.40980 0.96820 2.93750
S 0.12440 0.34680 3.42020
C -4.37770 -3.73170 3.23090
C -2.93290 -3.73460 3.74040
C -2.61690 -2.42650 4.46130
C -2.71750 -4.91630 4.69180
O -2.11630 -3.88970 2.60070
Si -0.52520 -3.64480 2.34520
O -0.25020 -2.25940 1.59430
O 0.02180 -4.91160 1.46020
C -0.65040 -5.69790 0.49850
C 0.42010 -6.55060 -0.19540
C -1.33610 -4.79310 -0.51830
C -1.68120 -6.60090 1.17920
O 0.17040 -3.78270 3.81000
C 1.50100 -3.88220 4.27670
C 2.33830 -2.72880 3.74150
C 2.10930 -5.21750 3.84090
C 1.41900 -3.80250 5.80580
H -5.06360 -3.46520 4.03100
H -4.63990 -4.71440 2.84700
H -4.46750 -3.01700 2.41940
H -3.31590 -2.24950 5.27530
H -2.66650 -1.60550 3.75500
H -1.60630 -2.46770 4.85200
H -3.39020 -4.83460 5.54200
H -1.68890 -4.91150 5.03540
H -2.90610 -5.85240 4.17180
H 1.19520 -5.89440 -0.57880
H -0.01950 -7.11580 -1.01470
H 0.86990 -7.23560 0.51860
H -0.59930 -4.09320 -0.89690
H -2.11740 -4.22450 -0.02490
H -1.75940 -5.36190 -1.34280
H -1.19260 -7.23980 1.91070
H -2.18420 -7.21540 0.43620
H -2.40340 -5.97520 1.69150
H 2.31040 -2.74460 2.65720
H 3.36890 -2.79570 4.08340
H 1.90730 -1.78990 4.07340
H 2.11280 -5.26010 2.75620
H 1.50380 -6.04050 4.21260
H 3.12410 -5.31220 4.22290
H 0.97320 -2.85350 6.09210
H 2.41160 -3.87720 6.24240
H 0.79630 -4.60800 6.18800
N 1.05170 -7.67260 -8.00380
C 1.19640 -6.95980 -7.11590
C 1.38890 -6.09520 -6.02030
C 0.44510 -5.11100 -5.71590
C 0.62720 -4.29870 -4.61950
C 1.75710 -4.44870 -3.81170
C 2.71200 -5.41340 -4.13680
C 2.53260 -6.23070 -5.23000
N 1.89780 -3.68020 -2.66550
C 2.53740 -4.04240 -1.49800
C 2.24560 -3.07450 -0.59020
N 1.47440 -2.11190 -1.16540
C 1.28070 -2.49120 -2.38990
H -0.43540 -5.00700 -6.33230
H -0.11310 -3.55720 -4.36610
H 3.59770 -5.51640 -3.53060
H 3.26880 -6.98160 -5.47830
H 3.12450 -4.93350 -1.41130
H 2.53490 -3.01210 0.43630
H 0.77550 -1.90920 -3.13400
*
```

The value obtained for the total energy is -164376.228 eV. The value obtained for the maximum force is 1.460 eV/A.